# 1
79
Properties=species:S:1:pos:R:3 method="wB97M-V/def2-TZVPD" homo_ev="-14.60 / -16.53" total_energy_ev=-133448.7337 largest_force_ev_per_a=2.48 e_above_lowest_kcal_mol=2.1 charge=+3 spin_multiplicity=5
Ir -0.472 0.152 0.537
P -0.179 2.158 1.629
P -2.641 0.629 -0.010
P 1.727 -0.012 -0.072
H -1.970 -2.974 -5.307
C -1.188 -3.581 -4.841
C -0.933 -3.490 -3.516
H -1.534 -2.886 -2.843
C 0.040 3.618 0.554
C -1.535 2.711 2.756
C 1.292 2.170 2.733
C -3.008 -0.454 -1.413
C -3.900 0.246 1.262
C -3.083 2.304 -0.554
C 1.866 -1.202 -1.438
C 2.916 -0.560 1.216
C 2.573 1.486 -0.675
H -0.627 -4.309 -5.443
H -0.169 -4.125 -3.072
H 0.107 4.507 1.191
H -0.818 3.721 -0.129
H 0.961 3.517 -0.037
H -1.138 3.527 3.380
H -1.879 1.888 3.407
H -2.401 3.087 2.186
H 1.073 2.815 3.598
H 2.188 2.567 2.220
H 1.501 1.143 3.078
H -4.091 -0.491 -1.554
H -2.626 -1.459 -1.207
H -2.534 -0.055 -2.314
H -4.877 0.421 0.801
H -3.803 0.900 2.135
H -3.836 -0.801 1.581
H -4.173 2.322 -0.677
H -2.599 2.497 -1.520
H -2.794 3.074 0.171
H 2.917 -1.317 -1.724
H 1.299 -0.845 -2.305
H 1.477 -2.180 -1.138
H 3.780 -1.014 0.715
H 2.450 -1.309 1.871
H 3.271 0.284 1.812
H 3.534 1.167 -1.106
H 2.777 2.184 0.143
H 1.990 1.984 -1.458
C -0.090 1.758 -4.710
C -0.322 0.396 -4.436
C -0.077 -0.545 -5.449
C 0.399 -0.155 -6.697
C 0.708 1.190 -6.931
C 0.450 2.145 -5.949
Se -0.625 3.132 -3.483
H 0.778 3.384 -3.072
H -0.722 0.085 -3.467
H -0.281 -1.591 -5.244
H 0.532 -0.880 -7.494
H 1.135 1.521 -7.873
H 0.602 3.216 -6.132
C -0.385 -0.081 5.125
N 0.569 -0.979 4.482
C 1.960 -0.838 4.958
C 0.216 -1.612 3.349
S -1.137 -1.092 2.405
N 1.005 -2.639 2.911
C 1.615 -3.540 3.889
C 0.669 -3.275 1.647
H -0.012 0.113 6.130
H -1.370 -0.564 5.156
H -0.476 0.868 4.575
H 2.040 -1.336 5.930
H 2.684 -1.259 4.250
H 2.166 0.222 5.119
H 1.403 -4.572 3.601
H 2.706 -3.427 3.941
H 1.197 -3.373 4.888
H -0.248 -3.889 1.755
H 0.464 -2.497 0.877
H 1.515 -3.899 1.327

# 2
79
Properties=species:S:1:pos:R:3 method="wB97M-V/def2-TZVPD" homo_ev="-19.38 / -19.58" total_energy_ev=-133059.9141 largest_force_ev_per_a=4.42 e_above_lowest_kcal_mol=92.8 charge=+4 spin_multiplicity=5
Os 0.015 0.016 -0.007
P 0.582 -2.203 0.217
P 1.440 0.338 -1.772
P -2.021 -0.101 0.990
H -1.541 5.113 -2.879
C -1.899 4.776 -1.866
C -1.399 3.961 -0.911
H -0.689 3.157 -1.095
C 0.054 -3.541 -0.947
C 2.417 -2.365 0.148
C 0.016 -2.924 1.805
C 1.124 1.888 -2.703
C 3.282 0.496 -1.565
C 1.509 -0.875 -3.182
C -3.115 1.344 0.672
C -2.011 -0.164 2.837
C -3.182 -1.509 0.683
H -2.791 5.360 -1.584
H -1.668 4.182 0.128
H 0.467 -4.508 -0.606
H 0.411 -3.344 -1.967
H -1.045 -3.607 -0.960
H 2.730 -3.337 0.556
H 2.891 -1.571 0.745
H 2.769 -2.282 -0.893
H 0.502 -3.899 1.972
H -1.075 -3.080 1.781
H 0.268 -2.254 2.641
H 1.972 2.042 -3.387
H 1.064 2.737 -2.008
H 0.195 1.813 -3.287
H 3.733 0.377 -2.572
H 3.676 -0.295 -0.902
H 3.534 1.499 -1.170
H 2.311 -0.555 -3.862
H 0.569 -0.868 -3.758
H 1.706 -1.898 -2.842
H -4.039 1.208 1.260
H -3.362 1.416 -0.400
H -2.598 2.263 0.988
H -3.052 -0.032 3.180
H -1.381 0.652 3.227
H -1.628 -1.146 3.168
H -4.045 -1.380 1.360
H -2.707 -2.479 0.886
H -3.518 -1.480 -0.363
C -2.835 0.656 -3.354
C -2.913 2.046 -3.165
C -4.061 2.757 -3.587
C -4.972 2.060 -4.400
C -4.919 0.658 -4.503
C -3.868 -0.065 -3.941
Se -1.553 -0.654 -2.664
H -1.471 0.450 -1.615
H -2.106 2.557 -2.652
H -4.263 3.801 -3.274
H -5.781 2.567 -4.948
H -5.725 0.122 -4.999
H -3.844 -1.150 -3.924
C 4.098 1.081 1.630
N 3.573 -0.145 2.265
C 4.626 -0.908 2.938
C 2.300 -0.095 2.740
S 1.082 0.893 1.856
N 1.883 -0.789 3.820
C 2.422 -2.122 4.151
C 0.877 -0.171 4.712
H 4.529 1.725 2.425
H 3.272 1.592 1.099
H 4.883 0.767 0.925
H 4.636 -0.726 4.016
H 4.606 -1.973 2.689
H 5.554 -0.518 2.528
H 3.211 -2.036 4.915
H 1.605 -2.742 4.536
H 2.815 -2.594 3.238
H 0.740 0.868 4.379
H -0.088 -0.690 4.650
H 1.217 -0.161 5.760

# 3
79
Properties=species:S:1:pos:R:3 method="wB97M-V/def2-TZVPD" homo_ev="-19.45 / -19.44" total_energy_ev=-78664.3789 largest_force_ev_per_a=4.95 e_above_lowest_kcal_mol=0.0 charge=+4 spin_multiplicity=5
Ru -0.010 -0.151 0.151
P 1.856 0.943 0.242
P -0.690 0.831 -1.811
P 0.914 -1.809 1.398
H -1.708 -4.968 -1.280
C -1.724 -4.779 -0.222
C -2.812 -4.256 0.400
H -3.809 -4.393 -0.011
C 3.210 0.203 -0.767
C 2.047 2.699 -0.317
C 2.607 0.985 1.929
C -2.311 0.518 -2.620
C -0.748 2.662 -1.864
C 0.484 0.368 -3.143
C -0.258 -3.150 1.386
C 1.032 -1.767 3.215
C 2.340 -2.735 0.707
H -0.891 -5.310 0.305
H -2.802 -3.912 1.441
H 4.090 0.863 -0.776
H 2.873 0.057 -1.801
H 3.503 -0.766 -0.353
H 2.953 3.141 0.127
H 1.189 3.302 0.003
H 2.139 2.750 -1.413
H 3.345 1.794 1.991
H 3.092 0.021 2.165
H 1.841 1.167 2.692
H -2.772 1.453 -2.974
H -2.981 0.017 -1.904
H -2.161 -0.143 -3.483
H 0.188 3.105 -2.222
H -0.990 3.052 -0.867
H -1.546 2.971 -2.551
H -0.014 0.499 -4.120
H 0.766 -0.693 -3.024
H 1.381 1.002 -3.094
H 0.097 -4.048 1.901
H -0.391 -3.376 0.327
H -1.202 -2.839 1.836
H 1.602 -2.629 3.577
H 0.029 -1.847 3.659
H 1.509 -0.847 3.561
H 2.330 -3.761 1.095
H 3.277 -2.254 0.987
H 2.249 -2.782 -0.384
C -2.442 -2.871 -3.799
C -1.050 -3.107 -3.760
C -0.362 -3.391 -4.944
C -1.067 -3.296 -6.163
C -2.410 -2.941 -6.182
C -3.127 -2.753 -5.018
S -3.486 -2.647 -2.440
H -2.798 -3.418 -1.624
H -0.534 -3.109 -2.794
H 0.694 -3.689 -4.931
H -0.563 -3.511 -7.097
H -2.987 -2.828 -7.111
H -4.198 -2.495 -4.970
C -1.859 4.197 1.322
N -0.745 3.572 2.064
C 0.443 4.436 2.212
C -0.794 2.259 2.453
S -1.487 1.084 1.394
N -0.407 1.875 3.700
C -0.100 2.901 4.703
C -0.979 0.663 4.282
H -2.200 5.088 1.873
H -2.688 3.481 1.317
H -1.561 4.483 0.298
H 0.298 5.168 3.025
H 1.345 3.834 2.398
H 0.583 5.002 1.274
H -0.864 3.692 4.694
H -0.076 2.431 5.690
H 0.888 3.329 4.497
H -1.224 -0.033 3.474
H -0.276 0.213 4.989
H -1.912 0.913 4.795